Record 1
{"formula": "C3H4Cl2", "method": "the ωB97M-V functional and the def2-TZVPD basis", "elements": ["Cl", "C", "Cl", "C", "C", "H", "H", "H", "H"], "positions_angstrom": [[1.95376, -1.52148, -0.03613], [0.70257, 0.14722, 0.31328], [1.52042, 1.36032, 1.14328], [-0.22492, 0.26293, -0.81904], [-0.80864, -0.27234, 0.49037], [-0.19619, -0.36637, -1.72961], [-0.69463, 1.22138, -0.93311], [-1.25931, 0.52155, 1.01270], [-0.99306, -1.35320, 0.55826]], "atomic_forces_ev_per_a": [[-1.81, 2.36, 0.63], [-0.28, -3.71, -0.99], [0.17, 0.37, 0.17], [-0.98, -0.10, -0.42], [3.42, -0.94, -0.94], [0.33, 0.46, 0.88], [0.50, 0.62, -0.71], [-1.19, 0.10, 0.96], [-0.17, 0.84, 0.43]], "mulliken_charge": [-0.274, 0.360, -0.130, -0.482, -0.522, 0.258, 0.249, 0.283, 0.258], "spin_multiplicity": 1, "smiles": "ClC1(Cl)CC1", "gap_ha": 0.3779, "relative_energy_kcal_mol": 34.3, "energy_ha": -1037.01716, "fmax_ev_per_a": 3.85, "lumo_energy_ev": -0.022, "mol_weight_g_mol": 110.97}

Record 2
{"formula": "C3H4Cl2", "method": "the ωB97M-V functional and the def2-TZVPD basis", "elements": ["Cl", "C", "C", "C", "Cl", "H", "H", "H", "H"], "positions_angstrom": [[-2.45637, -0.94385, 0.54016], [-0.71802, -0.91301, 0.25052], [0.00043, 0.17241, 0.55056], [1.47993, 0.10564, 0.26369], [2.01039, 1.24428, -1.03026], [-0.34868, -1.83189, -0.18563], [-0.46204, 1.03946, 0.97953], [1.77672, -0.91679, -0.00135], [2.04150, 0.41182, 1.15059]], "atomic_forces_ev_per_a": [[0.64, -0.10, -0.10], [-0.71, 0.92, 0.44], [0.38, -1.61, -0.93], [-0.12, 0.21, 0.69], [-0.19, -0.22, 0.08], [0.07, 0.14, 0.03], [0.01, 0.34, 0.08], [-0.06, 0.43, -0.12], [-0.02, -0.10, -0.17]], "mulliken_charge": [-0.192, -0.311, -0.122, -0.386, -0.195, 0.320, 0.335, 0.266, 0.285], "spin_multiplicity": 1, "smiles": "Cl/C=C/CCl", "gap_ha": 0.3975, "relative_energy_kcal_mol": 0.0, "energy_ha": -1037.07174, "fmax_ev_per_a": 1.90, "lumo_energy_ev": 0.929, "mol_weight_g_mol": 110.97}

Record 3
{"formula": "C3H4Cl2", "method": "the ωB97M-V functional and the def2-TZVPD basis", "elements": ["Cl", "C", "Cl", "C", "C", "H", "H", "H", "H"], "positions_angstrom": [[1.31994, -0.76072, -1.80785], [0.32116, 0.24351, -0.63419], [-0.07684, 1.74930, -1.44325], [-0.84055, -0.31398, 0.20277], [0.49679, 0.05224, 0.82158], [-1.12695, -1.34460, 0.15800], [-1.62450, 0.31939, 0.04723], [0.42350, 0.88333, 1.49880], [1.10745, -0.82847, 1.15691]], "atomic_forces_ev_per_a": [[-0.76, 0.43, 1.18], [-0.09, -1.51, -1.08], [0.32, 0.23, 0.52], [2.74, -1.77, -1.33], [-0.47, -0.26, 0.73], [0.21, -0.47, -0.21], [-1.98, 1.83, 0.63], [0.64, 0.36, 0.07], [-0.61, 1.15, -0.51]], "mulliken_charge": [-0.210, 0.518, -0.184, -0.673, -0.491, 0.232, 0.324, 0.242, 0.243], "spin_multiplicity": 1, "smiles": "ClC1(Cl)CC1", "gap_ha": 0.4053, "relative_energy_kcal_mol": 19.4, "energy_ha": -1037.04080, "fmax_ev_per_a": 3.52, "lumo_energy_ev": 0.901, "mol_weight_g_mol": 110.97}

Record 4
{"formula": "C3H4Cl2N2S", "method": "the ωB97M-V functional and the def2-TZVPD basis", "elements": ["H", "N", "C", "Cl", "S", "N", "C", "C", "Cl", "H", "H", "H"], "positions_angstrom": [[-1.55581, -1.50722, -1.36311], [-1.11705, -0.67324, -1.04047], [-1.57376, 0.23889, -0.38321], [-3.28964, 0.21018, -0.05104], [-0.96217, 1.84945, 0.04067], [0.72223, 1.77923, 0.05778], [1.35280, 0.71189, 0.28861], [0.90617, -0.62816, 0.68852], [2.97209, 0.71568, -0.27181], [0.49955, -0.54387, 1.64626], [1.77688, -1.19888, 0.78126], [0.26870, -0.95393, -0.39345]], "atomic_forces_ev_per_a": [[-1.00, -0.19, 0.21], [2.75, -1.03, -1.85], [-2.40, 1.97, 0.15], [-0.92, 0.36, 0.55], [0.45, -0.92, 0.65], [-0.83, 0.60, -0.37], [-0.23, -0.49, -0.83], [0.13, 0.29, -3.24], [1.37, 0.41, -0.03], [-1.83, -0.30, 1.25], [1.19, -1.11, 0.17], [1.32, 0.41, 3.35]], "mulliken_charge": [0.222, -0.484, 0.410, -0.216, 0.021, -0.510, 0.811, -1.316, -0.184, 0.320, 0.444, 0.484], "spin_multiplicity": 1, "smiles": "[H]/N=C(\\Cl)S/N=C(\\C)Cl", "gap_ha": 0.3537, "relative_energy_kcal_mol": 40.8, "energy_ha": -1544.70599, "fmax_ev_per_a": 3.62, "lumo_energy_ev": 0.455, "mol_weight_g_mol": 171.05}

Record 5
{"formula": "C3H4Cl2O", "method": "the ωB97M-V functional and the def2-TZVPD basis", "elements": ["C", "C", "C", "O", "Cl", "Cl", "H", "H", "H", "H"], "positions_angstrom": [[1.01205, 0.02341, -0.11524], [-0.12502, 0.13531, -0.84535], [-1.35033, -0.36742, -0.18375], [-1.40441, -0.82550, 1.08232], [-2.61796, -0.83898, -1.12018], [-2.44865, 1.97255, 0.33862], [1.96156, 0.07702, -0.47701], [0.73745, -0.23534, 0.93605], [-0.11628, 0.29690, -1.90137], [-2.23695, -1.32896, 1.26883]], "atomic_forces_ev_per_a": [[-4.77, -0.58, 1.55], [1.15, -1.34, 1.85], [-0.55, 1.74, 2.01], [0.62, 0.01, -1.43], [-1.03, -0.69, -1.30], [0.64, -0.98, -0.29], [2.43, 0.48, -0.82], [1.28, 0.24, -0.76], [-0.50, 0.27, -0.35], [0.73, 0.84, -0.46]], "mulliken_charge": [-0.617, -0.114, 0.495, -0.403, -0.084, -0.506, 0.344, 0.204, 0.342, 0.340], "spin_multiplicity": 1, "gap_ha": [0.2688, 0.2689], "relative_energy_kcal_mol": 59.4, "energy_ha": -1112.24395, "fmax_ev_per_a": 5.05, "lumo_energy_ev": [-1.535, -1.535], "mol_weight_g_mol": 126.97}

Record 6
{"formula": "C3H4Cl2O3", "method": "the ωB97M-V functional and the def2-TZVPD basis", "elements": ["C", "C", "C", "O", "O", "O", "Cl", "Cl", "H", "H", "H", "H"], "positions_angstrom": [[-1.41104, 0.18710, -0.90264], [1.00828, -0.30090, 1.18594], [-0.21263, -1.00793, 0.66181], [-2.41258, -0.35827, -0.93657], [-0.06010, 2.09749, -2.13373], [-0.38934, 0.76597, -1.00232], [0.04543, -2.25709, -0.41752], [-1.53144, -1.04106, 1.80643], [1.23571, 0.64176, 0.51562], [0.89296, -0.12260, 2.28157], [1.97944, -0.81782, 1.00625], [0.85531, 2.21335, -2.06484]], "atomic_forces_ev_per_a": [[2.18, 1.61, -1.14], [1.23, 1.34, -0.96], [1.07, 0.00, 2.55], [-1.61, -0.47, -0.10], [-2.09, 3.21, -3.27], [-1.97, -2.92, 2.26], [-0.20, -1.02, -0.47], [0.30, -0.47, -0.36], [-0.86, -1.30, 1.81], [0.23, 0.36, -1.07], [-0.92, -0.39, 0.29], [2.65, 0.04, 0.45]], "mulliken_charge": [0.841, -1.045, 0.482, -0.353, -0.364, -0.405, -0.123, -0.142, 0.191, 0.317, 0.315, 0.287], "spin_multiplicity": 3, "s_squared": 2.01, "gap_ha": [0.3225, 0.3461], "energy_ha": -1262.62574, "fmax_ev_per_a": 5.04, "lumo_energy_ev": [0.525, -1.345], "mol_weight_g_mol": 158.97}